1.
82
Properties=species:S:1:pos:R:3 method="wB97M-V/def2-TZVPD" energy_ev=-121971.434 e_above_lowest_kj_mol=56.4 multiplicity=2 lumo_ev="-0.97 / -0.96" homo_ev="-7.303 / -7.384"
Ti -0.87211 1.28143 0.43041
I -3.73192 2.30582 -0.57722
C -3.02112 2.16579 -2.53023
C -3.91295 2.33851 -3.54935
C -3.46926 2.28729 -4.88501
C -2.14637 2.08858 -5.14466
C -1.21189 1.91574 -4.09447
C 0.15894 1.74508 -4.39535
C 1.06271 1.59051 -3.38937
C 0.62204 1.56058 -2.05170
C -0.69702 1.70440 -1.67150
C -1.63603 1.92292 -2.73213
H -4.95740 2.52033 -3.33487
H -4.18096 2.41953 -5.68963
H -1.78058 2.06504 -6.16474
H 0.47054 1.74825 -5.43392
H 2.11564 1.47041 -3.60982
H 1.38501 1.38832 -1.29884
S 1.11840 -0.19801 1.08503
C 1.33206 -1.76635 0.53057
N 1.91278 -2.69532 1.29157
C 2.24907 -4.00082 0.72701
C 2.71547 -3.80038 -0.69172
N 1.64817 -3.15750 -1.43824
C 1.38719 -3.54298 -2.81571
C 2.00358 -2.61838 -3.84449
C 1.44193 -2.55413 -5.11501
C 2.00958 -1.75902 -6.09807
C 3.15038 -1.01729 -5.82177
C 3.70862 -1.06856 -4.55408
C 3.13332 -1.85989 -3.56883
C 0.90926 -2.18136 -0.85721
S -0.39736 -1.47811 -1.53966
C 2.06950 -2.57809 2.74971
C 1.14060 -3.53718 3.45234
C -0.23351 -3.32080 3.38433
C -1.10586 -4.20310 4.00076
C -0.61279 -5.30473 4.69065
C 0.75499 -5.52132 4.76297
C 1.63000 -4.63878 4.14192
H 1.38195 -4.66581 0.76713
H 3.04106 -4.43587 1.33589
H 2.94299 -4.75717 -1.15774
H 3.63066 -3.19650 -0.69763
H 0.30768 -3.57141 -2.95964
H 1.76891 -4.55705 -2.95075
H 0.54337 -3.12111 -5.33118
H 1.55641 -1.71284 -7.08020
H 3.59474 -0.39496 -6.58790
H 4.59142 -0.48453 -4.32520
H 3.57090 -1.87225 -2.57782
H 1.85431 -1.55202 3.02370
H 3.11157 -2.78700 3.00014
H -0.62716 -2.46125 2.84674
H -2.17215 -4.02480 3.94380
H -1.29566 -5.99151 5.17370
H 1.14278 -6.37557 5.30313
H 2.70056 -4.80447 4.20269
N -0.17998 0.74931 4.36053
H -0.93527 0.91266 3.70253
H 0.68134 0.89826 3.84278
H -0.22275 -0.23522 4.60076
C -3.27345 6.27722 0.30170
C -2.75782 5.41079 1.42205
O -1.50578 4.83701 0.99221
P -0.74647 3.78397 1.90859
O -1.51152 2.44608 1.91096
Te 1.37148 3.39532 1.03682
O -0.80437 4.39168 3.36783
C -1.67174 3.93000 4.43291
C -0.86940 3.85108 5.70616
H -4.23023 6.71847 0.58369
H -3.41440 5.68083 -0.59943
H -2.56722 7.07871 0.08564
H -3.45999 4.60494 1.65216
H -2.57764 5.99069 2.32937
H -2.08927 2.96314 4.15792
H -2.48257 4.65630 4.51300
H -0.12143 3.06284 5.63318
H -1.53672 3.61659 6.53710
H -0.38801 4.80776 5.90972
I -2.51380 -0.77879 1.33330

---

2.
79
Properties=species:S:1:pos:R:3 method="wB97M-V/def2-TZVPD" energy_ev=-91537.899 e_above_lowest_kj_mol=19.0 multiplicity=2 lumo_ev="-13.62 / -12.88" homo_ev="-17.859 / -17.859" total_charge=+4
V 0.23773 -0.47333 -0.26629
N -0.97778 -2.22470 -0.68801
C -1.61360 -2.82945 0.53320
C -2.11683 -1.68037 1.36519
N -0.93780 -0.78252 1.57742
H -1.72320 -1.90657 -1.30831
H -0.47996 -2.93881 -1.21434
H -0.84719 -3.39628 1.06324
H -2.40967 -3.51970 0.25863
H -2.53762 -2.01477 2.31189
H -2.88905 -1.11881 0.83881
H -0.33642 -1.20593 2.28355
H -1.24306 0.09885 1.99102
S -1.61469 0.76927 -0.88556
C -1.20580 2.09254 -1.94364
N -2.08294 2.90474 -2.39657
C -1.66539 4.06570 -3.22959
C -0.45908 3.70716 -4.04142
N 0.59138 3.13648 -3.15923
C 1.99699 3.56517 -3.47281
C 2.10363 5.05658 -3.31205
C 1.92754 5.63265 -2.05536
C 2.02093 7.00648 -1.90855
C 2.29800 7.80364 -3.01525
C 2.48174 7.23019 -4.26311
C 2.37972 5.85292 -4.41633
C 0.26322 2.33281 -2.21023
S 1.36299 1.57792 -1.12944
C -3.56528 2.81296 -2.16897
C -4.25145 2.45212 -3.45744
C -3.94584 1.26743 -4.12338
C -4.59780 0.95063 -5.30331
C -5.56105 1.81371 -5.81791
C -5.86899 2.99080 -5.15433
C -5.20886 3.31655 -3.97563
H -1.48700 4.90293 -2.55101
H -2.50412 4.30538 -3.88091
H -0.04564 4.60154 -4.50335
H -0.68348 2.97147 -4.81603
H 2.18153 3.26252 -4.50447
H 2.66852 3.02045 -2.81471
H 1.73973 5.01071 -1.18323
H 1.89758 7.45897 -0.93373
H 2.37811 8.87610 -2.89867
H 2.71148 7.85128 -5.11831
H 2.53292 5.40547 -5.39261
H -3.86705 3.80898 -1.84204
H -3.74294 2.11538 -1.35398
H -3.20672 0.58058 -3.71771
H -4.37301 0.02740 -5.82063
H -6.07266 1.56354 -6.73763
H -6.62591 3.65552 -5.54789
H -5.45902 4.23506 -3.45573
N 1.27209 -1.23903 -1.70479
C 1.96686 -1.72655 -2.50448
C 2.80621 -2.30935 -3.45413
C 2.42486 -3.52179 -4.06986
C 3.27783 -4.09337 -4.98471
C 4.49328 -3.47308 -5.27958
C 4.87164 -2.27449 -4.67168
C 4.03484 -1.68062 -3.75586
H 1.47835 -3.98924 -3.83199
H 3.00942 -5.02040 -5.47220
H 5.16018 -3.93438 -5.99746
H 5.81981 -1.81764 -4.91924
H 4.31052 -0.75390 -3.26974
N 4.68247 -0.23414 3.88392
C 3.71402 -0.24735 2.99485
C 2.81164 0.85135 2.86075
C 1.82966 0.81245 1.93290
N 1.64560 -0.25190 1.08224
C 2.49505 -1.32474 1.22762
C 3.50924 -1.35835 2.12310
H 4.82054 0.54979 4.50606
H 5.31710 -1.01238 3.99343
H 2.90834 1.72359 3.49409
H 1.15003 1.64619 1.81749
H 2.32939 -2.17567 0.57630
H 4.14680 -2.23069 2.17827

---

3.
80
Properties=species:S:1:pos:R:3 method="wB97M-V/def2-TZVPD" energy_ev=-64601.345 e_above_lowest_kj_mol=2.6 lumo_ev=-3.05 homo_ev=-10.163 total_charge=+1
Tl 0.01985 -0.53804 0.90214
C -2.50406 4.44458 -1.61093
C -1.98190 3.56629 -0.50972
C -0.75086 3.71764 0.02847
C -0.29496 2.91160 1.13265
C 0.96590 2.84375 1.69299
N 2.16113 3.28169 1.29204
C 2.53732 3.78676 -0.02399
C 2.73274 2.69699 -1.08140
C 4.06444 1.94240 -1.07979
N 4.13442 0.85816 -0.10774
C 3.52182 -0.32861 -0.15425
C 2.80574 -0.98207 -1.13681
C 2.65784 -0.63491 -2.52924
C 1.79199 -1.27837 -3.34377
C 1.67720 -0.98232 -4.81178
C 0.91977 -2.26536 -2.76010
C 0.98814 -2.63875 -1.46535
C -0.08445 -3.44554 -0.83642
N -0.70026 -2.96830 0.15569
C -1.76145 -3.73025 0.79658
C -3.10575 -3.00226 0.81163
C -3.27255 -1.84610 1.79643
N -2.57180 -0.63116 1.40466
C -3.19574 0.46317 1.34765
C -2.45159 1.69854 1.01239
C -2.80498 2.48845 -0.02454
C -1.24313 2.00386 1.79323
O -1.02792 1.44819 2.87534
C 2.08098 -2.14905 -0.60905
O 2.27975 -2.63915 0.50497
H -1.73096 5.11902 -1.97654
H -3.33978 5.05420 -1.26259
H -2.86794 3.85263 -2.45337
H -0.12135 4.50910 -0.35418
H 0.99651 2.28924 2.62668
H 2.92146 3.05438 1.91302
H 3.44796 4.37509 0.10165
H 1.77389 4.47373 -0.36855
H 2.64726 3.18634 -2.05482
H 1.91508 1.97317 -1.01281
H 4.90046 2.61413 -0.87802
H 4.23451 1.53606 -2.06976
H 4.52675 1.09139 0.79008
H 3.55833 -0.87089 0.78616
H 3.29364 0.12293 -2.96379
H 2.30078 -0.13410 -5.09210
H 0.64624 -0.75617 -5.09332
H 1.99300 -1.83958 -5.40911
H 0.13768 -2.68246 -3.39013
H -0.35832 -4.41407 -1.27165
H -1.44414 -3.92076 1.82459
H -1.88755 -4.70060 0.30167
H -3.85935 -3.74711 1.07732
H -3.35135 -2.66767 -0.19651
H -2.87172 -2.14252 2.76948
H -4.34199 -1.64292 1.92848
H -4.27852 0.51633 1.51309
H -3.73052 2.28073 -0.55568
Cl -1.28914 -1.29213 6.95516
C -0.46663 -1.99157 5.60446
C 0.32652 -3.11416 5.76307
C 0.96386 -3.62674 4.64436
C 0.77451 -3.00483 3.42152
N -0.00531 -1.93240 3.27864
C -0.60885 -1.42181 4.34919
H 0.44255 -3.56731 6.73776
H 1.60040 -4.49679 4.71973
H 1.27013 -3.35557 2.52161
H -1.21454 -0.53325 4.19841
C -0.35362 1.79608 -2.98268
O -1.33294 0.74728 -3.10509
C -1.45239 -0.05825 -2.09424
C -2.53550 -1.03615 -2.42710
H 0.58778 1.42962 -3.38829
H -0.25342 2.06119 -1.93364
H -0.71445 2.63913 -3.56737
H -2.91192 -0.96006 -3.44973
H -3.34994 -0.85906 -1.71812
H -2.17481 -2.04463 -2.21892

---

4.
79
Properties=species:S:1:pos:R:3 method="wB97M-V/def2-TZVPD" energy_ev=-170156.426 e_above_lowest_kj_mol=6.4 multiplicity=2 lumo_ev="0.30 / 0.30" homo_ev="-5.442 / -5.980"
Ti -0.37834 0.92010 -0.72991
O -2.02241 0.58120 0.20970
S -3.24496 1.42423 0.46781
C -2.66108 2.70306 1.61859
C -1.35841 2.30201 2.33986
C -0.13056 2.86137 1.59459
C 1.22145 2.24907 1.97474
S 2.29367 2.20336 0.50520
O 1.54172 1.25664 -0.41768
C 3.60583 1.21867 1.18039
C 3.65969 -0.13493 0.90778
C 4.72330 -0.86702 1.42474
C 5.69616 -0.24427 2.19161
C 5.62945 1.12062 2.44226
C 4.58078 1.86650 1.92315
C -4.14651 0.38282 1.58856
C -3.48241 -0.56956 2.34184
C -4.22711 -1.38646 3.18342
C -5.60638 -1.24011 3.26014
C -6.25760 -0.28858 2.49097
C -5.52220 0.52843 1.63768
H -3.49279 2.90113 2.29530
H -2.51279 3.56782 0.97028
H -1.27834 1.21504 2.39554
H -1.40407 2.66623 3.36747
H -0.09381 3.94757 1.69049
H -0.32549 2.70844 0.51158
H 1.14252 1.19793 2.25908
H 1.77659 2.79673 2.73855
H 2.88569 -0.60176 0.31266
H 4.78403 -1.92777 1.21619
H 6.52217 -0.82193 2.58814
H 6.39842 1.60647 3.02816
H 4.52883 2.93766 2.09197
H -2.41093 -0.70382 2.23042
H -3.72548 -2.14611 3.76912
H -6.18000 -1.88284 3.91675
H -7.33439 -0.18862 2.54094
H -6.01755 1.26469 1.01242
S -0.59463 -0.88413 -2.37662
P 0.00272 -2.08438 -0.86700
S 0.20377 -1.26837 0.95590
C -1.18715 -3.45164 -0.76656
C -0.88618 -4.75108 -1.15609
C -1.86243 -5.74235 -1.08747
C -3.13553 -5.43577 -0.63381
C -3.43890 -4.13332 -0.24551
C -2.46973 -3.14794 -0.31252
C 1.58725 -2.86982 -1.30064
C 2.29502 -3.54946 -0.30798
C 3.51303 -4.14643 -0.59920
C 4.04003 -4.05753 -1.88316
C 3.34520 -3.37688 -2.87124
C 2.11821 -2.78492 -2.58263
H 0.10560 -4.99687 -1.51387
H -1.62375 -6.75398 -1.39078
H -3.89399 -6.20779 -0.58443
H -4.43434 -3.88772 0.10665
H -2.69824 -2.13139 -0.01649
H 1.88744 -3.60107 0.69486
H 4.05234 -4.67949 0.17495
H 4.99536 -4.51467 -2.10979
H 3.75665 -3.30162 -3.87037
H 1.57445 -2.24423 -3.34669
C 1.34833 2.52854 -3.75616
Ge 0.15375 3.60527 -2.62762
C -0.80599 4.87107 -3.77380
C 1.38071 4.79598 -1.60476
C -1.03064 2.49691 -1.60376
H 2.21007 3.10921 -4.09938
H 0.80885 2.15351 -4.62901
H 1.71016 1.66740 -3.19062
H -0.11155 5.49787 -4.34098
H -1.42593 5.51962 -3.14928
H -1.45738 4.34575 -4.47592
H 1.37695 5.78151 -2.07993
H 2.40933 4.42332 -1.62260
H 1.07577 4.92630 -0.56224
H -2.07129 2.85663 -1.66390

---

5.
82
Properties=species:S:1:pos:R:3 method="wB97M-V/def2-TZVPD" energy_ev=-133085.850 e_above_lowest_kj_mol=409.3 lumo_ev="-7.45 / -7.44" homo_ev="-11.930 / -11.933" total_charge=+2
Sn 0.34962 0.84641 1.04330
N -3.39018 -1.89949 0.09960
C -2.34748 -1.47049 0.81110
N -2.02748 -0.23039 0.95980
C -2.82788 0.75131 0.38500
N -2.69348 1.97631 0.75970
N -1.70428 2.19911 1.61850
C -1.85108 2.92341 2.65680
C -0.79278 2.94291 3.64240
C -0.91378 3.71881 4.79490
C 0.03812 3.59801 5.79240
C 1.08472 2.70641 5.60400
C 1.14562 1.99661 4.41270
N 0.23622 2.09931 3.45590
C -3.82848 0.35511 -0.58090
C -4.50868 1.26431 -1.39260
C -5.43078 0.80831 -2.31190
C -5.69978 -0.55319 -2.42200
C -5.04768 -1.46829 -1.61730
C -4.10678 -1.01679 -0.69930
H -3.66088 -2.87429 0.09410
H -1.72748 -2.20909 1.29800
H -2.78568 3.42951 2.88380
H -1.74958 4.39221 4.89690
H -0.04138 4.17411 6.70160
H 1.83202 2.55901 6.36750
H 1.95402 1.30001 4.22650
H -4.29928 2.31661 -1.28930
H -5.94628 1.50681 -2.95190
H -6.42568 -0.89739 -3.14130
H -5.26898 -2.52169 -1.69160
I 3.68372 1.84711 -0.18360
C 3.58652 3.80271 0.69270
I 1.58692 4.47371 1.10320
H 4.03792 4.49751 -0.00830
H 4.14302 3.78181 1.62340
C 3.30672 -0.97019 3.05990
C 2.38812 -2.17289 3.28180
C 1.04142 -1.78459 3.89660
C 2.24682 -2.96959 2.01390
C 2.74192 -4.25179 1.99070
C 2.71372 -5.03089 0.83880
C 2.19182 -4.50609 -0.34000
C 1.68202 -3.23429 -0.40120
C 1.12852 -2.73129 -1.70500
C 1.87582 -1.48949 -2.18490
C -0.38468 -2.50889 -1.60200
C 1.64042 -2.40439 0.80710
N 1.05242 -1.26589 0.78650
H 3.52962 -0.48989 4.00890
H 2.84202 -0.25099 2.38300
H 4.24512 -1.29919 2.62050
H 2.89052 -2.82519 4.00420
H 0.50802 -1.06159 3.27430
H 1.19612 -1.34919 4.88120
H 0.41752 -2.66809 4.01420
H 3.16492 -4.67379 2.89170
H 3.10872 -6.03349 0.85660
H 2.19652 -5.11709 -1.23200
H 1.29462 -3.51589 -2.45090
H 1.73082 -0.66119 -1.49160
H 1.52032 -1.19889 -3.16870
H 2.93862 -1.70099 -2.26160
H -0.59808 -1.53179 -1.17260
H -0.82348 -3.28199 -0.97360
H -0.84638 -2.57649 -2.58350
C -1.63978 -0.19009 -4.44470
N -0.54018 0.70701 -4.66040
C 0.07442 0.91881 -5.86030
C 1.00452 1.88861 -5.67510
N 0.95262 2.26121 -4.36460
C 1.71362 3.32771 -3.77790
C 0.00912 1.52871 -3.74180
Se -0.53658 1.69571 -1.97510
H -2.28458 -0.18619 -5.32280
H -2.20458 0.14181 -3.57370
H -1.28218 -1.20659 -4.27140
H -0.20338 0.38551 -6.74600
H 1.67712 2.34531 -6.37170
H 2.11332 3.95101 -4.57420
H 2.53742 2.93541 -3.18000
H 1.06602 3.92571 -3.13600

---

6.
79
Properties=species:S:1:pos:R:3 method="wB97M-V/def2-TZVPD" energy_ev=-67428.065 e_above_lowest_kj_mol=73.3 multiplicity=5 lumo_ev="-7.68 / -12.50" homo_ev="-15.558 / -15.730" total_charge=+3
Pd 14.01797 13.13769 10.20433
C 16.47702 14.60561 9.27661
C 15.33112 15.62502 9.13241
N 14.25631 15.42914 10.12398
C 14.68467 15.84918 11.49805
C 14.14150 15.08869 12.69540
N 14.40385 13.66418 12.38945
C 15.73995 13.01576 12.60170
C 16.68730 13.14910 11.45712
N 16.05519 13.37690 10.05802
H 16.68345 14.23331 8.26698
H 17.39643 15.06794 9.69323
H 15.69168 16.64146 9.26948
H 14.80452 15.52390 8.16913
H 13.34958 15.82187 9.82533
H 15.75403 15.65404 11.52691
H 14.57170 16.91994 11.64163
H 14.74054 15.43701 13.57150
H 13.03717 15.22685 12.97872
H 13.72568 13.04953 12.95972
H 16.23329 13.37717 13.47410
H 15.54529 11.91996 12.71436
H 17.34644 14.06931 11.64733
H 17.43641 12.31903 11.44632
H 16.56272 12.65536 9.53788
O 10.04477 12.83482 8.91494
C 11.18414 12.46196 9.22838
O 11.92840 13.13900 10.09798
C 11.90674 11.23303 8.71935
P 13.67377 11.60416 8.53135
C 13.95667 12.23138 6.89492
C 15.00327 11.74396 6.05113
C 15.28297 12.38452 4.86851
C 14.40136 13.40010 4.44231
C 13.32744 13.80648 5.20585
C 13.15682 13.27462 6.49747
C 14.46569 9.95926 8.83308
C 14.97544 9.65041 10.11908
C 15.64987 8.47079 10.44080
C 15.84753 7.50816 9.44528
C 15.34059 7.81282 8.18878
C 14.58836 8.90924 7.86730
H 11.49925 10.91058 7.72262
H 11.75310 10.34086 9.34469
H 15.53866 10.83064 6.35113
H 16.10272 12.06598 4.22147
H 14.53024 13.78896 3.44293
H 12.69408 14.45675 4.71953
H 12.54340 13.77310 7.17576
H 14.67794 10.35119 10.89927
H 15.96283 8.38731 11.51530
H 16.37447 6.51706 9.69208
H 15.61193 7.15173 7.37677
H 13.94574 8.91368 6.96583
N 9.59886 15.50443 8.32461
S 8.13960 16.01912 7.98482
C 7.08585 15.75831 9.40490
C 7.18204 14.47196 10.08405
C 6.64806 14.31072 11.34547
C 5.86410 15.32595 11.88238
C 5.62379 16.49874 11.16252
C 6.19114 16.69155 9.91108
C 8.38610 17.78739 8.09179
C 9.28507 18.32699 8.96815
C 9.52599 19.67019 8.92184
C 8.93066 20.55392 8.06713
C 8.02598 20.03473 7.13958
C 7.66524 18.62846 7.19158
H 9.67073 14.45428 8.62226
H 7.89028 13.79170 9.71536
H 6.85374 13.35770 11.84745
H 5.44134 15.28376 12.86016
H 4.97742 17.28607 11.56966
H 5.97610 17.63246 9.35225
H 9.83410 17.66456 9.72300
H 10.35176 20.02518 9.56917
H 9.36223 21.54594 7.96761
H 7.57632 20.73419 6.42243
H 6.97983 18.21861 6.44284